[1]
Molecular formula: C4H5INO4S
Method: DFT, ωB97M-V with the def2-TZVPD basis set

The value obtained for the highest occupied orbital energy is -5.1 eV. The calculation puts the LUMO energy at 2.313 eV. Its relative energy (zero: lowest compared OMol25 entry of this formula, charge and spin) is 0.000 eV. The net charge is -1.

Each line ends with the Löwdin charge.
Positions of all 16 atoms, in Å:
C -0.46247 -2.75226 -0.66536  -0.236
C -0.27556 1.61729 0.74225  -0.547
C 1.52499 1.00723 -0.86245  -0.721
C 1.13364 1.71151 0.60618  -0.040
N -0.59169 0.22835 1.06760  -0.418
O 1.46382 -0.22434 -0.78667  -0.062
O -1.11054 2.45366 0.44518  0.037
O 2.02015 1.73943 -1.63669  0.048
O -0.55632 -2.98763 0.49358  -0.071
S -2.07867 -0.32078 1.49685  0.327
I -3.37540 -0.58066 -0.57341  0.297
H -1.47201 -2.68872 -1.36381  0.048
H 0.58914 -2.43437 -1.05460  0.093
H 1.61183 2.65148 0.38031  0.109
H 1.66524 1.03326 1.22756  0.099
H -0.08615 -0.45344 0.48349  0.036

=====

[2]
Molecular formula: C30H24IrN4OS5
Method: DFT, ωB97M-V with the def2-TZVPD basis set

The value obtained for the highest occupied orbital energy (spin up / spin down) is -12.7 / -13.4 eV. The calculation puts the LUMO energy (spin up / spin down) at -5.944 / -9.033 eV. Its relative energy (zero: lowest compared OMol25 entry of this formula, charge and spin) is 0.000 eV. The net charge is +2. The spin multiplicity is 6.

Each line ends with the Mulliken spin population.
Positions of all 65 atoms, in Å:
Ir 0.32955 0.95728 -0.24099  2.993
S 4.76380 1.18866 -1.40525  0.024
C 4.74620 0.13096 -0.02473  -0.003
C 5.81216 -0.51806 0.59045  0.003
C 5.53497 -1.30789 1.68730  0.001
C 4.22589 -1.45013 2.16529  0.002
C 3.17110 -0.80360 1.55686  0.020
C 3.44198 -0.00435 0.44949  0.000
N 2.51969 0.73208 -0.29005  0.080
C 3.06689 1.39225 -1.28039  0.059
C 2.23529 2.21403 -2.16261  -0.038
C 2.75424 2.94276 -3.22733  -0.013
C 1.89710 3.68010 -4.03060  0.045
C 0.53193 3.68766 -3.77174  -0.021
C 0.01491 2.96142 -2.70250  0.029
C 0.86112 2.22333 -1.88245  0.291
H 6.82435 -0.40641 0.22432  0.000
H 6.34414 -1.82354 2.18675  0.000
H 4.04361 -2.07738 3.02817  0.000
H 2.15402 -0.90550 1.91238  -0.002
H 3.81958 2.93503 -3.43063  0.002
H 2.29371 4.24897 -4.86100  0.002
H -0.13282 4.26360 -4.40327  0.000
H -1.05258 2.98332 -2.51557  0.012
C -3.24637 0.50840 3.74302  0.001
C -2.65139 1.87437 4.06949  -0.001
C -1.58103 2.27008 3.10680  0.004
N -1.15219 1.54690 2.14391  0.004
N -0.15882 2.17539 1.41028  0.129
C 0.14101 3.39247 1.82720  0.020
N 1.05057 4.16468 1.23529  0.023
S -0.78404 3.84111 3.20349  0.012
H -4.01388 0.26500 4.47529  0.000
H -2.48357 -0.26917 3.77169  0.000
H -3.69903 0.50319 2.75083  -0.001
H -2.22861 1.88070 5.07710  0.001
H -3.42526 2.64523 4.05882  0.002
H 1.44874 3.87532 0.35408  0.001
H 1.23277 5.09806 1.56132  -0.001
O -0.35067 -0.66772 -1.05973  0.213
C -1.27037 -1.69566 -0.80000  0.077
C -0.82695 -2.54768 0.37427  -0.018
C -0.65613 -3.89441 0.46044  0.015
C -0.24872 -4.31620 1.76103  0.001
C -0.12817 -3.27554 2.61863  0.012
S -0.51790 -1.77849 1.88061  0.011
C -1.25118 -2.54926 -2.04855  0.387
C -2.31832 -3.10828 -2.78089  0.027
C -1.88115 -3.77765 -3.88976  0.190
C -0.46277 -3.72243 -4.02257  0.350
S 0.29868 -2.84697 -2.79956  -0.055
C -2.65568 -1.11978 -0.56545  0.051
C -3.09016 0.12334 -0.91125  0.038
C -4.44983 0.35006 -0.55119  0.011
C -5.00329 -0.72878 0.05729  0.003
S -3.89200 -2.02014 0.21631  0.003
H -0.81651 -4.57776 -0.36580  0.015
H -0.05923 -5.34323 2.03570  0.000
H 0.15367 -3.30765 3.65981  0.001
H -3.35446 -3.01711 -2.48748  -0.005
H -2.52516 -4.29441 -4.58760  0.001
H 0.12372 -4.17666 -4.81176  0.003
H -2.46727 0.84655 -1.42268  -0.016
H -4.98931 1.26485 -0.74955  0.000
H -6.01057 -0.83531 0.42920  0.000

=====

[3]
Molecular formula: C54H44ClMoN11O12S2
Method: DFT, ωB97M-V with the def2-TZVPD basis set

The value obtained for the highest occupied orbital energy (spin up / spin down) is -2.3 / -2.3 eV. The calculation puts the LUMO energy (spin up / spin down) at 2.672 / 2.672 eV. The net charge is -2.

Each line ends with the Löwdin charge.
Positions of all 125 atoms, in Å:
Mo -1.43020 -0.24180 0.62412  1.712
C 3.58000 -4.93560 1.19472  -0.035
C 2.89960 -5.32510 -0.08608  -0.210
C 3.12750 -6.57380 -0.63648  -0.065
C 2.46090 -6.99360 -1.77578  -0.108
C 1.51200 -6.16720 -2.34918  -0.086
C 1.27950 -4.90680 -1.82818  -0.022
C 1.99590 -4.45340 -0.72208  -0.190
N 1.87380 -3.16960 -0.19358  0.150
C 0.83640 -2.24830 -0.35058  -0.338
N 0.59720 -1.90030 -1.62498  0.169
C -0.39160 -1.12030 -2.26408  -0.206
C -1.41920 -0.49020 -1.54998  -0.169
C -2.36720 0.18220 -2.31948  -0.096
C -2.28280 0.26540 -3.69828  -0.078
C -1.22970 -0.33210 -4.36588  -0.069
C -0.27060 -1.03990 -3.66218  -0.234
C 0.87130 -1.68100 -4.40918  -0.049
N 0.28630 -1.73140 0.71442  0.063
C 0.73680 -2.26790 1.96382  -0.239
C 1.79270 -1.63600 2.62502  -0.051
C 2.26330 -2.10460 3.83992  -0.084
C 1.68210 -3.21710 4.41992  -0.086
C 0.67950 -3.88450 3.74132  -0.045
C 0.20910 -3.44820 2.50752  -0.210
C -0.85030 -4.24510 1.82052  -0.016
H 4.23460 -5.73940 1.52302  0.076
H 2.84550 -4.75970 1.98432  0.076
H 4.18070 -4.03410 1.07442  0.087
H 3.84100 -7.23180 -0.15778  0.103
H 2.66880 -7.96830 -2.19138  0.091
H 0.94360 -6.50060 -3.20578  0.105
H 0.50820 -4.29430 -2.26728  0.103
H 2.27240 -3.10330 0.73682  0.096
H 1.27100 -2.28430 -2.27218  0.109
H -3.19300 0.68080 -1.83108  0.070
H -3.03670 0.81330 -4.24238  0.103
H -1.15650 -0.26020 -5.44278  0.101
H 0.81940 -1.40500 -5.45978  0.075
H 0.83120 -2.77090 -4.35358  0.073
H 1.83600 -1.34130 -4.02938  0.074
H 2.23090 -0.74510 2.20132  0.094
H 3.07150 -1.58990 4.33652  0.107
H 2.00910 -3.56620 5.38962  0.099
H 0.23560 -4.77010 4.17642  0.113
H -0.90280 -5.24590 2.24362  0.084
H -0.66730 -4.32180 0.75032  0.071
H -1.81190 -3.75670 1.97302  0.077
O -0.70810 3.42830 3.24552  -0.436
Cl -0.48840 2.71520 1.98662  0.899
O -0.76190 3.62800 0.86722  -0.455
O -1.56440 1.63320 1.93592  -0.543
O -0.17380 0.89340 0.00292  -0.347
N -2.32780 -2.00620 0.18642  0.002
C -2.74320 -2.97850 -0.32658  -0.283
N -3.20930 -4.07090 -0.68088  0.107
C -3.27130 -4.81450 -1.72168  -0.432
N -3.36410 -5.58400 -2.57788  0.057
N -1.71290 8.16840 -2.98408  0.081
C -2.32420 7.00730 -2.52118  -0.337
C -1.91320 6.42010 -1.32458  -0.019
C -2.55410 5.30040 -0.82558  -0.057
C -3.59860 4.74320 -1.54128  -0.286
C -4.03960 5.33180 -2.71328  -0.078
C -3.40750 6.45810 -3.20748  -0.048
S -4.55590 3.36810 -0.91108  0.588
O -5.26430 2.80540 -2.04308  -0.336
O -5.40370 3.93570 0.12102  -0.412
N -3.52780 2.24620 -0.32608  -0.116
C -4.03810 1.43300 0.55362  -0.701
S -5.60050 1.70670 1.32952  1.053
C -5.43560 0.17160 2.12872  -0.399
C -4.28260 -0.42400 1.78732  -0.255
N -3.48930 0.27110 0.90552  -0.126
H -0.77400 8.30870 -2.64208  0.081
H -1.80730 8.33840 -3.97368  0.078
H -1.07800 6.83830 -0.78198  0.112
H -2.20000 4.83060 0.07852  0.086
H -4.86750 4.88130 -3.23828  0.108
H -3.74440 6.91220 -4.12888  0.101
H -6.18340 -0.17110 2.81102  0.044
H -3.95290 -1.38400 2.15342  0.093
C 5.79520 2.13550 -2.15638  -0.118
C 4.80390 3.07210 -1.89718  -0.089
C 3.58780 2.67920 -1.37748  -0.032
C 3.33280 1.33470 -1.09218  -0.238
C 4.33820 0.40290 -1.36088  -0.048
C 5.54840 0.79710 -1.89778  -0.108
C 2.09340 0.90080 -0.46728  -0.001
C 0.82580 1.27000 -0.77578  -0.291
C 0.49580 1.98240 -2.03118  -0.134
C -0.62170 2.80690 -2.11408  -0.002
C -0.89910 3.48660 -3.28668  -0.054
C -0.07330 3.34680 -4.38878  -0.092
C 1.00780 2.48230 -4.33248  -0.089
C 1.28410 1.79270 -3.16848  -0.044
H 6.75620 2.44600 -2.54668  0.088
H 4.98980 4.11850 -2.10208  0.096
H 2.82010 3.40650 -1.16468  0.126
H 4.15190 -0.64390 -1.15638  0.104
H 6.30320 0.05310 -2.11938  0.092
H 2.21850 0.27210 0.40252  0.089
H -1.25580 2.93530 -1.25078  0.074
H -1.77190 4.11730 -3.33688  0.084
H -0.27210 3.89820 -5.29798  0.091
H 1.63220 2.33930 -5.20528  0.096
H 2.11590 1.10530 -3.14228  0.110
O -2.43100 -2.11700 4.21512  0.057
C -1.71970 -1.26970 3.68582  -0.555
O -1.70250 -1.05530 2.41632  -0.258
C -0.76650 -0.43370 4.49602  -0.060
C -0.78300 -0.43780 5.88452  0.117
C 0.16510 0.33070 6.58362  -0.133
C 1.12910 1.07010 5.90642  0.108
C 1.14630 1.04840 4.51892  -0.146
C 0.18880 0.30400 3.81632  0.035
N 2.16000 1.70530 3.80262  -0.302
O 2.98560 2.40330 4.40372  0.071
O 2.21290 1.51060 2.56982  0.033
N 0.17530 0.33330 7.99592  -0.341
O 1.06180 0.96800 8.58532  0.048
O -0.68910 -0.31360 8.60002  0.059
H -1.51310 -1.01940 6.42252  0.131
H 1.85990 1.64990 6.44992  0.129
H 0.20760 0.30490 2.73862  0.079

=====

[4]
Molecular formula: C16H8AlB3Br4O26V
Method: DFT, ωB97M-V with the def2-TZVPD basis set

The value obtained for the highest occupied orbital energy is -12.2 eV. The calculation puts the LUMO energy at -10.407 eV. The net charge is +1.

Each line ends with the Löwdin charge.
Positions of all 59 atoms, in Å:
O 3.32411 3.00332 5.74022  -0.282
V 2.78256 2.76277 4.21519  1.106
O 1.36687 3.41258 4.03121  -0.306
Al 3.54844 0.59627 -3.63896  1.166
O 5.04588 3.13358 -2.83820  0.092
C 4.43717 3.75818 -2.02396  -0.398
O 4.95838 4.47757 -1.05833  0.279
B 3.89738 4.89182 -0.14728  -0.814
O 2.62213 4.65642 -0.91424  0.265
C 2.92106 3.82692 -1.86161  -0.411
O 2.20077 3.05080 -2.44178  0.081
O 3.83754 4.10373 1.09903  0.260
C 3.90790 4.84328 2.15448  -0.318
O 3.84092 4.52209 3.32486  0.087
C 4.08992 6.30069 1.65622  -0.390
O 3.91746 6.25423 0.37627  0.280
O 4.17762 7.22875 2.39423  0.207
O 2.75787 -2.04582 -4.70872  0.084
C 1.66502 -2.36709 -4.33659  -0.394
O 1.19257 -3.57330 -4.20163  0.278
B -0.10618 -3.50973 -3.52251  -0.820
O -0.55030 -2.09887 -3.63840  0.260
C 0.55747 -1.41456 -3.84829  -0.381
O 0.83850 -0.28634 -3.59427  0.091
O -0.12344 -3.92608 -2.08891  0.275
C -1.05030 -4.83567 -1.88545  -0.327
O -1.51395 -5.18301 -0.86017  0.255
C -1.49759 -5.27990 -3.31560  -0.347
O -0.99981 -4.46672 -4.18601  0.304
O -2.33050 -6.10444 -3.52290  0.265
O 2.43315 1.77601 1.93273  0.119
C 1.77758 0.92564 1.37417  -0.304
O 0.62746 0.41553 1.76198  0.233
B 0.09002 -0.49241 0.72163  -0.775
O 0.98669 -0.31769 -0.41059  0.278
C 1.95444 0.48455 -0.08187  -0.357
O 2.86745 0.82716 -0.77683  0.108
O 0.10110 -1.94007 1.22112  0.268
C -1.06925 -2.48003 1.03474  -0.398
O -1.34587 -3.64236 1.18113  0.187
C -2.00364 -1.38782 0.48623  -0.334
O -1.35109 -0.25782 0.46218  0.303
O -3.17348 -1.52609 0.25424  0.089
Br -4.65172 -3.78165 0.47297  1.067
C -5.03926 -2.82745 -1.18660  -0.589
C -5.95433 -1.61548 -0.98676  -0.647
Br -6.08117 -0.52165 -2.61967  0.683
H -5.41992 -3.57372 -1.88358  0.082
H -4.06808 -2.49724 -1.55303  0.053
H -5.40347 -0.97046 -0.30838  0.033
H -6.96308 -1.84906 -0.66971  0.065
Br -2.98060 -2.22745 3.80412  0.756
C -2.94731 -0.27268 3.95202  -0.648
C -1.57534 0.12144 4.40588  -0.647
Br -1.38476 2.08904 4.24710  0.717
H -3.72774 -0.03903 4.67455  0.064
H -3.25887 0.20578 3.02650  0.058
H -0.85786 -0.24927 3.67890  0.021
H -1.29647 -0.10721 5.42688  0.066

=====

What is the net charge in the third record?
-2

=====

net charge of number 4 (C16H8AlB3Br4O26V)?
+1

=====

The highest net charge belongs to which entry?
C30H24IrN4OS5

=====

What is the net charge in the third record?
-2